Model i:
An isolated molecule of C15H18N4O3. Source: OMol25; level of theory: the ωB97M-V functional and the def2-TZVPD basis.

Positions of all 40 atoms, in Å:
O 3.23 2.31 0.39
O -0.05 0.04 -1.36
O 1.99 1.75 -1.36
N 4.82 -1.33 1.15
N 0.56 0.40 0.82
N -1.91 0.25 1.70
N 6.19 -0.61 -0.44
C -4.18 0.00 -0.35
C -2.78 0.46 -0.73
C 6.09 -1.13 0.83
C -4.73 -1.18 -0.87
C 4.10 -1.01 0.04
C -4.95 0.88 0.37
C 2.55 -0.97 -0.13
C -6.27 0.54 0.69
C 2.00 0.24 0.62
C 4.92 -0.55 -0.94
C -6.81 -0.68 0.25
C 2.47 1.54 -0.14
C -1.73 -0.11 0.31
C -6.02 -1.52 -0.56
C -0.33 0.17 -0.16
H -6.41 -2.46 -0.99
H 4.70 -0.10 -1.91
H 7.04 -0.32 -0.91
H 0.18 0.33 1.77
H -2.67 -0.33 2.08
H -4.51 1.84 0.71
H -4.10 -1.78 -1.54
H 2.36 -0.92 -1.24
H -2.49 0.05 -1.70
H -1.92 -1.18 0.15
H 2.02 -1.90 0.20
H -2.20 1.20 1.82
H -6.95 1.18 1.21
H 1.25 1.11 -1.57
H -2.69 1.56 -0.80
H 6.93 -1.33 1.43
H 2.38 0.27 1.61
H -7.80 -1.01 0.45

Output
HOMO level: -8.7 eV
charge: 0

---

Model ii:
An isolated molecule of C15H18N4O3. Source: OMol25; level of theory: the ωB97M-V functional and the def2-TZVPD basis.

Positions of all 40 atoms, in Å:
O 0.66 -1.92 2.63
O 0.88 0.11 1.89
O -2.35 -1.61 -1.46
N -3.71 1.20 0.17
N -1.17 -0.33 -0.04
N -1.75 4.59 0.40
N -0.94 2.64 0.07
C -0.25 -1.30 0.36
C -2.43 4.11 -0.64
C 3.47 -1.34 -0.47
C 0.46 -1.00 1.64
C 2.26 -2.00 -0.30
C -2.15 -0.56 -0.94
C 4.71 -3.12 0.67
C -3.10 0.70 -1.12
C -1.93 2.91 -0.89
C -2.51 1.92 -1.87
C -0.83 3.70 0.84
C 3.53 -3.76 0.85
C 4.63 -1.88 0.04
C 2.26 -3.22 0.43
C 0.86 -1.36 -0.75
H 1.01 -0.36 -1.20
H -1.86 1.68 -2.76
H 0.79 -1.28 3.40
H -0.14 4.03 1.59
H 1.39 -3.74 0.70
H -1.58 5.57 0.59
H 3.58 -4.77 1.33
H -3.94 0.29 -1.66
H -2.91 1.64 0.73
H 0.61 -1.94 -1.67
H -1.06 0.60 0.28
H 5.61 -3.67 0.86
H -3.14 4.71 -1.24
H 3.64 -0.57 -1.21
H -0.89 -2.20 0.43
H 5.54 -1.31 -0.12
H -3.32 2.43 -2.35
H -3.94 0.43 0.80

Output
HOMO level: -8.9 eV
charge: 0

---

Stability ranking, top entry: model i; the second entry is 168.2 kJ/mol less favorable.